{
  "formula": "C5H4O",
  "method": "ωB97M-V/def2-TZVPD",
  "species": ["C", "C", "H", "H", "O", "H", "C", "C", "H", "C"],
  "xyz": [[0.9942, 1.4429, -0.1507], [-1.4608, -0.7479, 1.0994], [0.2090, 2.1289, -0.1205], [-1.6876, -0.7460, 2.2370], [-1.0989, 0.1398, 0.3847], [-1.5959, -1.6984, 0.6587], [0.9031, -0.7001, -1.5984], [1.3003, -1.6943, -2.2554], [1.6474, 1.4988, 0.6350], [0.7893, 0.3762, -0.8897]],
  "lowdin_charge": [0.0540, -0.0914, 0.0611, 0.1134, -0.0492, 0.0662, -0.2297, 0.1049, 0.0593, -0.0886],
  "gap_ev": 8.042,
  "de_lowest_kcal_mol": 138.32,
  "total_energy_ev": -7289.7102,
  "charge": 0
}



{
  "formula": "C38H25BrF2N4OPSe2Ti",
  "method": "ωB97M-V/def2-TZVPD",
  "species": ["H", "H", "H", "C", "H", "C", "H", "C", "C", "H", "C", "H", "H", "C", "H", "C", "N", "C", "C", "C", "C", "Ti", "C", "N", "H", "C", "H", "P", "H", "H", "C", "Br", "C", "H", "C", "Se", "C", "C", "C", "C", "C", "H", "C", "H", "C", "H", "C", "H", "C", "H", "C", "C", "C", "C", "H", "O", "C", "H", "C", "C", "H", "C", "H", "N", "F", "H", "N", "Se", "C", "H", "C", "C", "C", "F", "C"],
  "xyz": [[-3.7103, 1.7781, 3.5509], [-0.7921, 3.2815, -2.8991], [-2.3813, 1.0191, 1.6138], [-0.6164, 1.6171, 4.9236], [-0.0921, 1.7737, 5.8503], [1.4694, 0.7021, 3.7556], [-1.3313, -5.6020, 0.4490], [0.0675, 1.1470, 3.8050], [0.3175, -0.5564, -2.3164], [1.0295, 7.2068, 1.1001], [-0.4138, -2.7208, -3.0487], [-3.4042, -8.0373, -1.0637], [4.2053, 0.0099, 5.6679], [1.1543, 5.2568, 0.2208], [-5.4924, -7.8589, 0.2852], [0.1141, 3.0895, -3.4589], [-0.5863, 0.9925, 2.6339], [-5.1047, -4.6070, -0.5955], [2.4723, 2.5774, -3.5145], [-0.3664, -2.3820, 0.6311], [3.8281, 5.8653, -0.2608], [0.5481, 0.2789, 0.9533], [-3.8804, -7.0783, -0.9034], [-2.1152, -6.1618, -2.2390], [3.9760, 3.9101, -1.1176], [3.0009, 6.7887, 0.3686], [0.6918, 0.4304, -2.5545], [1.3524, 2.7491, -0.9805], [0.1157, 5.0185, 0.4070], [3.4003, 7.7464, 0.6750], [-0.7275, -3.6211, 1.0599], [-7.2440, -5.5958, 0.9827], [2.4408, 2.5943, -4.9006], [-2.5089, 2.2245, 5.7062], [1.2458, 2.8404, -5.5656], [-0.6268, 2.3520, -0.1789], [3.9659, -0.4677, 3.5807], [-1.9078, 1.2006, 2.5703], [3.5710, 0.0546, 4.7944], [0.0855, 3.0879, -4.8465], [-0.5583, -3.0865, -1.6929], [3.5673, -0.8162, 1.5307], [-5.0468, -6.9802, -0.1592], [-3.5094, -3.8299, -1.7863], [1.9295, 0.2039, 2.5253], [-0.7811, -3.8342, 2.1196], [1.9819, 4.3354, -0.4105], [4.8665, 6.1043, -0.4486], [1.3082, 2.8338, -2.7906], [-0.6279, -3.4458, -3.8239], [1.6702, 6.4859, 0.6099], [-2.6454, 1.6263, 3.6471], [-1.9729, 1.8620, 4.8387], [3.1761, -0.3977, 2.4497], [-5.6061, -3.6546, -0.4948], [-0.0673, -1.3261, 1.4295], [0.0176, -1.4582, -3.3514], [3.3956, 2.3386, -3.0008], [-1.0487, -4.6150, 0.1074], [-0.2554, -2.1125, -0.7390], [0.1464, -1.1379, -4.3755], [-3.9221, -4.7081, -1.3065], [1.2193, 2.8338, -6.6477], [0.1879, -0.8579, -1.0420], [5.1657, -1.0532, 3.4982], [-0.8454, 3.2761, -5.3649], [-1.1587, -5.3797, -2.2319], [2.6799, 1.1476, -0.3413], [3.3239, 4.6362, -0.6471], [3.3477, 2.4084, -5.4610], [-1.0000, -4.3589, -1.2357], [-5.6457, -5.7422, -0.0066], [-3.2953, -5.9426, -1.4395], [1.9318, 1.1135, 6.0469], [2.3208, 0.6276, 4.8539]],
  "lowdin_charge": [0.1180, 0.0755, 0.0931, 0.0305, 0.1154, -0.1076, 0.1288, -0.1640, -0.1084, 0.1114, 0.0392, 0.1207, 0.1427, -0.0983, 0.1071, -0.1049, -0.0454, -0.1138, -0.1044, -0.2685, -0.0601, 0.7076, -0.0186, 0.0976, 0.0938, -0.0609, 0.0722, 0.2724, 0.0648, 0.1121, 0.0472, 0.7663, -0.0595, 0.1228, -0.0623, 0.5111, -0.2577, -0.1543, 0.0899, -0.0627, -0.0881, 0.0924, -0.1109, 0.1171, -0.2013, 0.1326, -0.3972, 0.1129, -0.4174, 0.1255, -0.0635, -0.0291, -0.0167, -0.0772, 0.1036, -0.1738, -0.0062, 0.0852, 0.0076, -0.1497, 0.1173, -0.0295, 0.1122, 0.0234, 0.0934, 0.1121, 0.0848, 0.5417, -0.0940, 0.1131, -0.2228, -0.6945, -0.2727, 0.0805, -0.1996],
  "gap_ev": 6.892,
  "de_lowest_kcal_mol": 10.52,
  "total_energy_ev": -286391.2641,
  "charge": 1
}



{
  "formula": "C5H6N",
  "method": "ωB97M-V/def2-TZVPD",
  "species": ["H", "C", "H", "H", "C", "C", "C", "C", "H", "N", "H", "H"],
  "xyz": [[2.1536, 0.6618, -0.7703], [1.0727, -0.9691, -0.0495], [1.5295, -1.9934, 0.1336], [-0.4128, 1.3595, -1.3665], [-0.2966, 0.8158, -0.4332], [1.5975, 0.3556, 0.0784], [-1.4378, -0.7291, 0.1608], [-1.5592, 0.6211, 0.3126], [-2.2012, 1.3606, 0.7972], [-0.1627, -0.7065, -0.4771], [1.7997, 0.7069, 1.1679], [-2.0828, -1.4831, 0.4462]],
  "lowdin_charge": [0.0978, 0.0241, 0.1841, 0.1388, -0.0163, 0.0774, 0.0160, 0.0608, 0.1346, 0.0114, 0.1631, 0.1081],
  "gap_ev": 8.740,
  "de_lowest_kcal_mol": 129.93,
  "total_energy_ev": -6759.5431,
  "charge": 1
}



{
  "formula": "C12H24F8Na4O14P2",
  "method": "ωB97M-V/def2-TZVPD",
  "species": ["O", "C", "H", "H", "O", "O", "H", "H", "C", "H", "F", "C", "H", "C", "O", "H", "H", "P", "C", "C", "H", "H", "O", "F", "Na", "C", "F", "H", "O", "F", "H", "H", "H", "H", "H", "P", "C", "Na", "H", "Na", "O", "O", "Na", "F", "O", "H", "H", "H", "H", "F", "O", "H", "C", "F", "O", "C", "H", "F", "C", "O", "O", "H", "C", "O"],
  "xyz": [[3.8746, -5.4343, 0.1009], [-3.8955, 7.4122, -3.3223], [0.7685, -3.4440, 2.3407], [-4.4200, 1.2482, 6.2251], [-0.5994, 1.6353, -0.6615], [-3.0735, 6.7397, -2.3729], [2.7897, -6.5798, -1.3541], [0.0333, -5.0642, 2.3778], [0.2857, -4.2160, 1.7415], [4.2062, -7.2696, -0.5350], [4.0197, 0.2816, -4.3086], [-3.7813, 0.3736, 6.1016], [-2.7620, 0.6523, 6.3689], [3.5019, -4.1279, -0.0227], [0.7023, 1.4043, 1.6177], [3.5275, -1.9311, 2.2898], [-3.5172, 7.6728, -4.3108], [0.6706, 1.3865, 0.0937], [-1.1062, -3.0138, 0.2037], [-2.4124, -0.0912, 1.5100], [2.5201, -1.8313, 0.8272], [-1.6020, 4.7210, 0.1813], [-1.0052, -3.8240, 1.2369], [5.0120, -0.6110, -1.3016], [-1.4231, 1.3651, -2.9240], [3.7724, -6.3551, -0.9397], [3.1197, 0.1956, -2.2004], [-2.0496, 0.9365, 1.5218], [-2.4401, -3.0746, -0.1612], [5.9257, -0.6534, -3.4555], [-2.4965, -1.2228, -1.2156], [4.3006, -1.6083, 0.7392], [-2.3455, -2.6395, -2.1839], [4.3002, -6.0084, -1.8282], [-4.7453, 6.7964, -3.6169], [4.5285, -0.1848, -2.8048], [-2.8188, -2.2623, -1.2774], [3.7392, 3.6200, -1.6702], [-4.3726, 8.1591, -2.6877], [1.7473, -1.7610, -2.0523], [3.7214, -3.5118, 1.1431], [-0.1570, -2.4332, -0.3301], [0.5219, 1.4766, 4.0760], [3.8917, -1.6393, -3.0642], [-1.0895, 7.1407, -3.4668], [-3.9047, -2.2199, -1.3610], [-4.1698, -0.4524, 6.6973], [-2.9945, 5.3546, -0.6759], [-2.1631, 3.9248, -1.2830], [4.9408, 1.4161, -2.6236], [3.0185, -3.6473, -1.0389], [0.8712, -4.4236, 0.8458], [3.4856, -2.1473, 1.2223], [1.8369, 2.5035, -0.4649], [-1.8152, 0.9361, 4.1005], [-2.0148, 4.8966, -0.8121], [-1.6572, -0.8690, 1.6242], [1.3190, -0.0405, -0.4394], [-1.7169, 6.5679, -2.5979], [-3.8655, 0.0266, 4.7684], [-3.3237, -0.0692, 2.5865], [-3.0893, -0.2695, 0.6745], [-2.8645, 0.3401, 3.8429], [-1.2608, 5.7471, -1.6945]],
  "lowdin_charge": [0.0105, 0.1030, 0.0990, 0.1083, -0.3452, 0.1541, 0.0968, 0.1179, 0.0306, 0.1107, -0.1764, -0.0521, 0.0932, -0.5171, -0.3085, 0.1060, 0.1455, 0.4435, -0.5415, -0.0414, 0.0708, 0.1229, 0.0194, -0.1375, 0.8142, -0.0516, -0.1884, 0.0787, 0.0156, -0.1026, 0.0526, 0.0966, 0.1004, 0.1036, 0.1639, 0.2025, -0.0504, 0.8357, 0.1638, 0.5555, 0.0241, 0.0750, 0.7584, -0.1471, 0.3258, 0.1126, 0.1137, 0.1066, 0.0841, -0.1912, 0.0921, 0.0955, -0.0524, -0.2110, 0.0494, 0.0340, 0.1032, -0.1626, -0.4551, -0.0036, -0.0071, 0.0955, -0.4066, 0.0640],
  "gap_ev": [7.155, 1.497],
  "s_squared": 0.772,
  "total_energy_ev": -99467.3791,
  "spin_multiplicity": 2,
  "charge": 3
}



{
  "formula": "C23H46IN2O5",
  "method": "ωB97M-V/def2-TZVPD",
  "species": ["C", "H", "C", "H", "H", "H", "H", "C", "H", "H", "H", "H", "C", "H", "C", "H", "H", "O", "I", "H", "C", "C", "H", "C", "C", "H", "H", "C", "C", "H", "H", "C", "H", "H", "O", "H", "H", "H", "C", "H", "O", "C", "H", "C", "H", "O", "H", "C", "H", "C", "C", "N", "C", "H", "H", "H", "C", "H", "H", "H", "C", "C", "H", "N", "H", "H", "C", "H", "H", "H", "O", "H", "H", "H", "H", "H", "H"],
  "xyz": [[-5.6977, 0.7737, 1.4871], [-7.7582, 1.6799, -0.3104], [-2.7397, 0.1920, 0.2176], [1.7240, 0.3017, 1.9533], [3.2539, -0.9358, -0.9420], [-6.7195, 0.7271, 1.8726], [-6.7574, 3.2372, -2.2621], [-1.3701, -1.8643, -1.0203], [0.6614, 1.3802, 1.0435], [-2.0512, -0.6526, -2.5056], [-2.1077, -0.1259, 1.0418], [-4.0893, -3.7100, 0.1239], [4.4451, 1.1422, -1.5532], [9.7645, 1.3898, 2.4671], [-2.8368, -2.1738, -0.7433], [9.5179, -1.3018, 1.0659], [8.7134, 2.3986, 0.5663], [-2.3343, -2.2467, 2.1316], [-2.8194, -5.0298, 2.7882], [9.0855, 1.0131, -0.4771], [-3.0573, -3.3799, 0.1539], [-6.9995, 0.9415, -0.5834], [1.0343, -2.1300, -1.2162], [1.3919, -0.3378, -0.0632], [-3.6664, -0.8906, -0.3168], [4.0638, 0.6725, -2.4573], [4.6071, 2.1898, -1.8085], [0.8471, -1.7568, -0.1989], [0.9046, 0.3419, 1.2473], [7.1596, -1.2194, 1.4657], [-4.1014, -0.4817, -1.2387], [8.8052, 1.3125, 0.5381], [-1.0077, -2.6263, -1.7236], [10.8174, 0.7621, 1.1947], [-7.9919, 0.8444, -2.7975], [3.3348, -0.6597, 0.8545], [-5.1629, 2.5241, -2.0566], [9.5385, -1.0186, 2.8097], [2.9355, -0.3218, -0.0974], [-0.4666, -0.4172, -2.2451], [7.5358, 0.7186, 0.8439], [-2.6857, -3.2041, 1.6034], [-5.5694, 2.2457, 0.1202], [9.2229, -0.6044, 1.8535], [-0.9732, 1.1785, -0.5039], [-4.7338, -1.3140, 0.4893], [1.4254, -2.3881, 0.4684], [3.4258, 1.1166, -0.4168], [-6.0727, 0.2731, -2.4105], [-1.7879, 0.6147, -0.9311], [-5.0019, -0.5982, 1.6745], [-5.7462, 1.2517, 0.0970], [9.7930, 0.7776, 1.5627], [-5.6973, -1.2153, 2.2371], [-3.2278, 1.1146, 0.5080], [-5.9769, 2.3941, -3.5833], [-6.7743, 1.0519, -2.0875], [-7.7651, 0.3400, -3.5869], [0.0304, -0.1573, 1.6540], [2.6013, 1.7503, -0.7506], [-6.1421, 2.3709, -2.5082], [4.0051, 1.8381, 0.8104], [3.3593, 1.7204, 1.6751], [-1.3571, -0.5532, -1.7605], [-3.2539, -2.4527, -1.7131], [5.0460, 1.5654, 0.9984], [7.7263, -0.3438, 1.7869], [-5.2100, 1.5324, 2.0964], [7.3370, -0.0133, 2.7560], [5.4037, 0.7321, -1.2419], [-0.5556, -1.9102, 0.0756], [1.1028, 0.2737, -0.9213], [-4.1533, -0.4988, 2.3498], [3.9781, 2.8996, 0.5645], [-2.3800, 1.2482, -1.5852], [-7.3237, -0.0780, -0.4020], [-2.4754, -4.2204, -0.2279]],
  "lowdin_charge": [-0.1692, 0.1343, -0.0904, 0.0762, 0.1139, 0.1143, 0.0905, -0.2933, 0.0830, 0.1851, 0.1007, 0.1278, -0.0714, 0.1159, -0.1512, 0.1153, 0.1178, 0.0513, 0.8117, 0.1180, -0.1500, -0.1615, 0.1346, -0.3463, -0.2752, 0.0744, 0.0824, -0.1215, -0.0235, 0.1142, 0.1339, -0.2000, 0.1735, 0.1146, -0.0268, 0.1254, 0.0580, 0.1142, -0.1338, 0.1785, -0.1693, -0.8366, 0.1065, -0.1703, 0.1127, -0.0884, 0.1460, -0.4233, 0.1262, -0.0667, -0.1733, -0.0709, -0.1691, 0.1294, 0.1205, 0.0795, -0.4434, 0.0953, 0.0700, 0.1190, -0.0518, -0.0572, 0.0626, 0.1446, 0.1552, 0.0716, -0.2085, 0.1172, 0.1175, 0.0787, -0.0591, 0.1062, 0.1115, 0.0825, 0.1338, 0.1326, 0.1235],
  "gap_ev": 8.074,
  "total_energy_ev": -45907.5586,
  "charge": 1
}